Computed, not measured: a structure of composition C45H73NNiP2SeSi2, with ωB97M-V with the def2-TZVPD basis set.

The calculation puts the energy above the lowest of the compared OMol25 structures with the same formula, charge and spin at 77.5 kJ/mol. For the energy, the calculation gives -6984.83216 hartree. As for the HOMO-LUMO gap: 7.32 eV. For the HOMO energy, the calculation gives -6.8 eV.

Each line ends with the Mulliken charge.
CARTESIAN COORDINATES (ANGSTROEM)
Ni (0.08969, -0.64536, 0.24625)  -0.459
C (2.76840, 0.60663, -1.87875)  -1.563
Si (1.87031, 0.49419, -0.24086)  1.478
C (3.26063, 0.19107, 1.00183)  0.602
C (4.52839, 0.77986, 0.94768)  -0.891
C (5.49991, 0.45417, 1.87936)  -0.999
C (5.22507, -0.48536, 2.86823)  -1.453
C (3.98429, -1.09470, 2.92081)  -0.604
C (2.99548, -0.75901, 1.99444)  0.562
P (1.32226, -1.48913, 1.86067)  0.804
C (0.52978, -1.61409, 3.52370)  0.361
C (-0.18387, -0.30666, 3.90243)  0.588
C (0.67542, 0.65858, 4.70889)  -0.269
C (1.14571, -0.00551, 5.99547)  -1.344
C (2.01065, -1.20732, 5.64164)  -0.568
C (1.28379, -2.20678, 4.73548)  -1.244
C (1.45074, -3.24152, 1.22545)  0.645
C (1.66632, -4.41555, 2.19001)  -1.477
C (3.12763, -4.71428, 2.51070)  -0.231
C (3.93305, -4.91312, 1.22948)  -1.228
C (3.83539, -3.68057, 0.33602)  -0.575
C (2.38213, -3.34592, 0.00251)  -0.196
C (0.78149, 1.89616, 0.41312)  0.532
C (1.09683, 2.43187, 1.67519)  -0.881
C (0.22625, 3.26053, 2.35285)  -0.598
C (-1.01576, 3.54937, 1.79944)  -1.459
C (-1.33977, 3.05994, 0.55053)  0.133
C (-0.44941, 2.26375, -0.18243)  0.163
P (-0.73415, 1.81260, -1.94720)  -0.876
C (-2.55893, 1.38229, -2.01370)  2.255
C (-2.75728, 0.30700, -3.09688)  -0.207
C (-2.87853, 0.88632, -4.50294)  -0.571
C (-4.03344, 1.87786, -4.58486)  -1.040
C (-3.85468, 2.99506, -3.56183)  -0.394
C (-3.67696, 2.43274, -2.15059)  -1.126
C (-0.48272, 3.44986, -2.80908)  0.244
C (-1.01900, 4.71667, -2.14072)  -0.487
C (-0.78627, 5.94584, -3.01979)  -0.911
C (0.69786, 6.12553, -3.32257)  -0.743
C (1.27216, 4.86733, -3.96580)  -1.012
C (1.00914, 3.62511, -3.11570)  -0.395
H (3.21692, 1.59895, -1.98126)  0.511
H (2.09508, 0.45139, -2.72020)  0.273
H (3.56978, -0.13455, -1.91664)  0.428
H (4.75414, 1.50411, 0.17248)  0.458
H (6.47449, 0.92469, 1.83682)  0.400
H (5.98763, -0.75171, 3.58967)  0.432
H (3.79973, -1.84602, 3.67395)  0.696
H (-0.26836, -2.31554, 3.25363)  0.784
H (-1.05018, -0.57649, 4.51521)  0.678
H (-0.57660, 0.16923, 3.00321)  -1.238
H (0.09983, 1.56276, 4.91933)  0.300
H (1.55140, 0.96479, 4.12673)  -0.006
H (0.27551, -0.32106, 6.58220)  0.407
H (1.71447, 0.69324, 6.61345)  0.482
H (2.33453, -1.73316, 6.54366)  0.499
H (2.91349, -0.83009, 5.15831)  0.118
H (0.52510, -2.70724, 5.34797)  0.452
H (1.97793, -2.99052, 4.42929)  0.106
H (0.42372, -3.33867, 0.85626)  0.475
H (1.24674, -5.30221, 1.69941)  0.509
H (1.07935, -4.27722, 3.09877)  0.385
H (3.18704, -5.60356, 3.14258)  0.443
H (3.56872, -3.89511, 3.08321)  0.048
H (3.53788, -5.78412, 0.69298)  0.350
H (4.97714, -5.13246, 1.46381)  0.513
H (4.38405, -3.84362, -0.59526)  0.496
H (4.31180, -2.83414, 0.83332)  0.194
H (1.99009, -4.14161, -0.64207)  -0.076
H (2.33010, -2.42546, -0.58606)  -0.404
H (2.04206, 2.17002, 2.13630)  0.543
H (0.50173, 3.66589, 3.31871)  0.480
H (-1.72392, 4.16763, 2.33751)  0.379
H (-2.30100, 3.31470, 0.13131)  0.118
H (-2.67805, 0.87258, -1.04922)  -1.619
H (-3.66295, -0.26610, -2.86285)  0.684
H (-1.91996, -0.38690, -3.05501)  -0.831
H (-3.02626, 0.07701, -5.22421)  0.469
H (-1.94110, 1.38316, -4.78157)  0.185
H (-4.96835, 1.34564, -4.37462)  0.349
H (-4.12255, 2.29158, -5.59206)  0.498
H (-4.72170, 3.66041, -3.57560)  0.439
H (-2.99362, 3.60664, -3.84319)  -0.112
H (-4.61259, 1.93643, -1.86868)  0.654
H (-3.55393, 3.25082, -1.44264)  0.297
H (-0.99710, 3.31286, -3.76893)  0.795
H (-0.50171, 4.85959, -1.18684)  0.393
H (-2.08066, 4.62481, -1.91009)  -0.007
H (-1.18712, 6.83574, -2.52849)  0.438
H (-1.33714, 5.82899, -3.96080)  0.305
H (1.23074, 6.32996, -2.38727)  0.322
H (0.85478, 6.98903, -3.97320)  0.419
H (2.34560, 4.98151, -4.13601)  0.405
H (0.80993, 4.72553, -4.94966)  0.361
H (1.56133, 3.70176, -2.17026)  0.083
H (1.38942, 2.74021, -3.62958)  0.327
C (-3.32724, 0.85217, 3.21854)  -0.776
Si (-3.74036, -0.48914, 1.96756)  0.603
C (-4.81337, -1.76377, 2.82982)  -1.216
C (-4.77635, 0.35022, 0.64415)  -0.771
Se (-2.05061, -1.60807, 0.99581)  -0.435
H (-4.19002, 1.52007, 3.30802)  0.512
H (-2.46769, 1.45168, 2.91374)  -0.122
H (-3.12473, 0.43635, 4.20702)  0.354
H (-5.68837, -1.29685, 3.29201)  0.333
H (-4.24521, -2.27677, 3.60866)  0.274
H (-5.16095, -2.51684, 2.11962)  0.286
H (-5.74803, 0.64232, 1.05631)  0.515
H (-4.94459, -0.31019, -0.20956)  0.234
H (-4.28188, 1.25485, 0.28364)  -0.077
C (0.68556, -3.46264, -4.24771)  -1.633
C (-0.44565, -3.54094, -3.21734)  2.101
C (-0.40837, -4.87712, -2.46471)  -1.602
C (-1.81237, -3.35960, -3.89248)  -1.652
C (-0.26672, -2.45571, -2.23464)  -0.044
N (-0.16726, -1.64636, -1.43066)  0.086
H (0.57629, -4.28026, -4.96169)  0.419
H (1.65984, -3.55056, -3.76563)  0.322
H (0.65211, -2.51891, -4.79293)  0.382
H (-0.65660, -5.67996, -3.16013)  0.486
H (-1.13151, -4.88558, -1.64875)  0.333
H (0.58355, -5.07056, -2.05627)  0.300
H (-1.97844, -4.18941, -4.58084)  0.484
H (-1.85386, -2.42811, -4.45576)  0.298
H (-2.61257, -3.34986, -3.15212)  0.355